A molecular structure, C15H21Br28GaNO2 at a distorted geometry, computed with ωB97M-V/def2-TZVPD.

Structure (XYZ):
```
68
Properties=species:S:1:pos:R:3
Br -2.67 -7.14 6.93
Br -3.45 2.01 -5.62
Br 5.18 1.16 -9.39
Br -6.23 -5.16 4.50
Br -1.32 -3.80 4.81
Br -1.88 -1.72 2.40
Br -0.10 5.26 8.89
Br -3.07 5.23 7.69
Br 2.21 2.52 -7.00
Br -3.44 0.30 2.46
Br 6.82 3.34 -7.72
Br 0.88 0.35 -5.05
Br -4.65 -3.12 2.60
Br -2.62 -8.90 4.26
Br -1.19 4.18 -4.99
Br 6.48 3.67 -10.89
Br -1.83 2.19 1.24
Br 5.69 -4.98 1.40
Br -1.56 3.70 4.05
Br 1.10 -2.68 2.98
Br -0.95 7.41 6.68
Br 4.83 -2.05 0.46
Br -2.08 3.64 -8.02
Br 3.51 -4.62 -0.91
Br 0.46 4.41 1.67
Br -0.02 -8.74 6.12
Br -3.85 -6.21 2.62
Br 4.00 1.05 -4.79
Ga -2.93 -0.50 0.14
O -4.30 0.33 -0.97
O 1.73 1.92 -1.03
N -4.41 2.72 -0.50
C -5.29 -4.93 2.82
C -0.64 -2.30 3.77
C 2.24 1.71 -5.24
C 5.68 3.02 -9.25
C 1.71 0.62 -1.63
C 0.16 -0.44 0.24
C -1.84 2.88 -6.25
C -1.08 0.14 -0.58
C -4.26 1.61 -0.72
C 2.44 1.96 0.21
C -1.33 3.83 2.13
C 1.46 -0.56 -0.64
C 4.26 -3.88 0.70
C -1.21 5.61 7.34
C -1.59 -7.81 5.48
H 0.90 0.63 -2.40
H -2.01 4.60 1.78
H 4.77 3.58 -9.09
H -3.01 -2.08 0.18
H -0.88 4.94 6.56
H 2.00 2.50 -4.52
H 2.38 -0.76 0.00
H -0.51 -1.47 4.45
H 0.34 0.12 1.19
H -1.24 -6.95 4.92
H -6.00 -5.12 2.03
H 1.69 1.87 1.03
H 3.28 1.23 0.28
H 1.35 -1.50 -1.26
H -1.08 2.11 -6.34
H -0.14 -1.46 0.55
H 3.48 -3.87 1.45
H -0.97 -0.22 -1.64
H 2.90 2.98 0.28
H 2.66 0.39 -2.18
H -0.98 1.24 -0.62
```

Its charge is -1. As for the LUMO energy: 1.00 eV. The value obtained for the orbital gap is 6.26 eV. The total energy comes out at -74786.4395 Ha.